Formula: C5H8MgO5Sm
Source: the OMol25 dataset
Level of theory: the ωB97M-V functional and the def2-TZVPD basis

Last column: Löwdin charge in e.
Geometry (Å):
Sm1 -0.37 -0.95 -1.89  1.924
Mg1 -5.34 0.25 1.09  0.905
O1 1.24 0.01 -2.50  -0.416
O2 0.90 0.03 0.10  -0.250
O3 -3.45 0.48 0.67  -0.269
O4 -1.10 -1.50 0.16  -0.438
O5 -2.27 0.20 -1.20  -0.182
C1 0.28 -0.03 1.27  -0.187
C2 -0.33 -1.42 1.33  -0.295
C3 1.82 1.02 -0.38  -0.114
C4 2.30 0.45 -1.73  -0.284
C5 -2.44 0.11 0.04  -0.555
H1 2.86 1.27 -2.22  0.136
H2 2.61 1.14 0.36  0.145
H3 -1.00 -1.42 2.21  0.126
H4 3.02 -0.36 -1.51  0.131
H5 0.88 0.27 2.14  0.135
H6 -1.31 0.66 0.99  0.218
H7 1.25 1.95 -0.52  0.143
H8 0.45 -2.15 1.60  0.128

Summary:
- Net charge: +1
- Expectation value of S²: 15.79
- Multiplicity: 8

***

Formula: C5H8N
Source: the OMol25 dataset
Level of theory: the ωB97M-V functional and the def2-TZVPD basis

Last column: Löwdin charge in e.
Geometry (Å):
N1 -0.27 0.58 -0.45  0.016
C1 -0.56 -0.49 -1.60  0.127
C2 -0.53 0.80 0.99  -0.059
C3 0.93 -1.01 0.70  -0.045
C4 0.47 -0.22 1.66  0.004
C5 0.70 -0.49 -0.68  -0.179
H1 1.63 -0.27 -1.22  0.161
H2 -0.20 -0.12 -2.62  0.148
H3 -0.17 1.47 -0.85  0.161
H4 1.55 -1.92 0.83  0.137
H5 -1.49 0.63 1.35  0.111
H6 -0.23 1.73 1.43  0.131
H7 -1.38 -1.24 -1.68  0.140
H8 0.27 -0.44 2.74  0.147

Summary:
- Net charge: +1
- SMILES string: C1=C[C@H]2C[N@H+]2C1
- Multiplicity: 1

***

Formula: C5H8N
Source: the OMol25 dataset
Level of theory: the ωB97M-V functional and the def2-TZVPD basis

Last column: Löwdin charge in e.
Geometry (Å):
N1 1.01 1.72 0.30  0.142
C1 1.05 -0.97 -0.53  -0.078
C2 -1.85 -2.34 0.83  0.245
C3 0.45 0.36 -0.08  -0.381
C4 0.54 -0.82 0.82  0.146
C5 -0.13 1.56 -0.63  -0.023
H1 1.94 1.98 -0.07  0.189
H2 -0.02 1.92 -1.70  0.157
H3 -2.70 -1.56 0.73  -0.008
H4 2.03 -1.21 -0.72  0.075
H5 0.29 -1.59 -1.15  0.170
H6 -1.11 2.03 -0.14  0.180
H7 -2.30 -3.29 1.11  -0.038
H8 0.81 2.19 1.25  0.224

Summary:
- Net charge: +1
- Multiplicity: 1

***

Formula: C5H8N
Source: the OMol25 dataset
Level of theory: the ωB97M-V functional and the def2-TZVPD basis

Last column: Löwdin charge in e.
Geometry (Å):
N1 0.93 -1.34 0.01  0.158
C1 -0.08 1.10 -0.08  -0.058
C2 1.81 -0.46 -0.01  -0.196
C3 -2.15 -0.58 0.02  0.021
C4 1.42 0.98 0.07  -0.132
C5 -1.06 0.31 0.07  0.133
H1 2.78 -0.79 -0.12  0.108
H2 -1.71 -1.55 -0.06  0.122
H3 1.14 -2.30 -0.12  0.087
H4 -2.70 -0.37 0.83  0.077
H5 2.03 1.60 -0.81  0.189
H6 -0.29 2.18 -0.37  0.189
H7 -2.62 -0.38 -0.89  0.114
H8 1.87 1.58 1.02  0.188

Summary:
- Net charge: +1
- Multiplicity: 1

***

Formula: C5H8N
Source: the OMol25 dataset
Level of theory: the ωB97M-V functional and the def2-TZVPD basis

Last column: Löwdin charge in e.
Geometry (Å):
N1 0.64 0.20 0.28  -0.091
C1 1.29 -1.11 0.08  -0.111
C2 1.84 0.97 -0.05  -0.092
C3 -1.68 -0.23 -0.09  0.000
C4 -0.56 0.63 0.16  -0.041
C5 2.56 -0.38 -0.19  0.176
H1 -1.52 -1.24 0.24  0.100
H2 1.13 -2.02 0.79  0.192
H3 -1.70 -0.24 -1.19  0.132
H4 -2.66 0.14 0.06  0.091
H5 2.19 1.55 0.77  0.128
H6 1.66 1.67 -0.94  0.176
H7 -0.71 1.80 0.20  0.209
H8 1.17 -1.51 -0.90  0.132

Summary:
- Net charge: +1
- Multiplicity: 1

***

Formula: C5H8N
Source: the OMol25 dataset
Level of theory: the ωB97M-V functional and the def2-TZVPD basis

Last column: Löwdin charge in e.
Geometry (Å):
N1 -0.97 -0.81 -0.28  0.162
C1 2.54 -0.55 -0.13  0.050
C2 1.61 0.39 0.04  -0.037
C3 0.49 1.13 0.28  -0.036
C4 -0.76 0.64 -0.39  -0.192
C5 -1.80 0.12 0.50  -0.005
H1 -1.70 0.03 1.64  0.180
H2 0.40 2.14 0.53  0.103
H3 -1.58 -1.28 -0.94  0.189
H4 3.02 -0.55 -1.12  0.089
H5 -2.80 0.27 0.27  0.111
H6 2.98 -0.99 0.77  0.088
H7 -0.42 -1.39 0.24  0.129
H8 -1.00 0.84 -1.42  0.169

Summary:
- Net charge: +1
- SMILES string: C=C=C[C@@H]1C[NH2+]1
- Multiplicity: 1

***

Formula: C5H8N
Source: the OMol25 dataset
Level of theory: the ωB97M-V functional and the def2-TZVPD basis

Last column: Löwdin charge in e.
Geometry (Å):
N1 0.17 1.36 -1.06  0.134
C1 0.03 -0.62 0.36  -0.174
C2 -1.09 0.83 -0.54  -0.154
C3 -1.02 -0.64 -0.49  0.055
C4 0.86 -1.57 1.10  -0.018
C5 0.08 0.96 0.37  -0.036
H1 0.17 -2.34 1.55  0.127
H2 0.21 1.51 1.26  0.156
H3 0.97 1.18 -1.82  0.268
H4 1.54 -1.07 1.76  0.084
H5 -1.54 -1.45 -0.93  0.111
H6 1.58 -2.01 0.46  0.087
H7 -2.00 1.52 -0.78  0.206
H8 0.04 2.34 -1.23  0.154

Summary:
- Net charge: +1
- Multiplicity: 1

***

Formula: C5H8N
Source: the OMol25 dataset
Level of theory: the ωB97M-V functional and the def2-TZVPD basis

Last column: Löwdin charge in e.
Geometry (Å):
N1 -0.36 -0.21 -0.72  -0.011
C1 -0.93 1.38 0.70  0.236
C2 2.00 0.28 0.06  -0.067
C3 0.62 0.24 0.21  -0.089
C4 -1.55 -1.00 0.04  0.098
C5 -1.57 0.45 -0.31  -0.278
H1 2.40 1.23 -0.39  0.134
H2 -1.20 -1.33 1.06  0.149
H3 -1.15 1.53 1.80  0.097
H4 2.46 0.23 1.06  0.117
H5 2.37 -0.50 -0.59  0.101
H6 -2.33 -1.65 -0.32  0.122
H7 -2.35 0.84 -0.96  0.167
H8 0.14 -0.60 -1.57  0.222

Summary:
- Net charge: +1
- Multiplicity: 1

***

Formula: C5H8N
Source: the OMol25 dataset
Level of theory: the ωB97M-V functional and the def2-TZVPD basis

Last column: Löwdin charge in e.
Geometry (Å):
N1 1.29 0.34 -0.13  0.109
C1 1.10 1.67 -0.04  0.291
C2 -0.01 0.88 -0.09  -0.219
C3 1.91 -0.93 0.06  0.040
C4 -2.02 -0.52 0.06  -0.038
C5 -1.30 0.84 -0.08  -0.022
H1 -1.27 -1.30 0.00  0.064
H2 2.01 -1.49 -0.84  0.112
H3 -1.93 1.73 -0.16  0.135
H4 1.39 2.71 0.02  0.174
H5 -2.73 -0.75 -0.80  0.117
H6 1.26 -1.65 0.45  0.099
H7 2.81 -0.92 0.59  0.102
H8 -2.49 -0.61 0.95  0.036

Summary:
- Net charge: +1
- SMILES string: C/C=C1C=[N+]/1C
- Multiplicity: 1

***

Formula: C5H8N
Source: the OMol25 dataset
Level of theory: the ωB97M-V functional and the def2-TZVPD basis

Last column: Löwdin charge in e.
Geometry (Å):
N1 -0.01 -0.21 1.34  0.156
C1 0.07 -0.53 2.44  0.352
C2 0.80 1.26 -0.57  -0.004
C3 0.15 0.01 0.02  -0.406
C4 -0.13 -1.47 -0.75  0.057
C5 -0.66 1.14 -0.60  -0.048
H1 -1.32 1.62 0.20  0.157
H2 1.34 1.16 -1.53  0.143
H3 0.09 -0.75 3.50  0.145
H4 0.76 -2.12 -0.44  0.104
H5 -1.13 1.02 -1.49  0.079
H6 1.36 1.82 0.06  0.083
H7 -0.26 -1.06 -1.82  0.116
H8 -1.05 -1.88 -0.37  0.067

Summary:
- Net charge: +1
- SMILES string: C#[N+]C1(C)CC1
- Multiplicity: 1

***

ΔE to the lowest compared entry with this formula, charge and spin values, unit kJ/mol, following the record order: 203.3; 310.1; 1100.4; 399.3; 564.1; 352.4; 387.2; 760.7; 486.6; 362.4.
Energy values, unit Ha, following the record order: -1429.2416; -249.7070; -249.4060; -249.6731; -249.6103; -249.6909; -249.6777; -249.5354; -249.6398; -249.6871.